*A*
A 2-piece molecular cluster, C3H8 overall. Source: OMol25; level of theory: ωB97M-V/def2-TZVPD.

Element x y z (Å)
C: 1.79200 -1.37795 -3.78635
C: 2.39375 -2.56570 -3.87833
H: 1.56915 -0.76576 -4.67815
H: 1.55143 -0.88810 -2.67089
H: 3.52458 -2.67357 -4.12833
H: 1.99747 -3.35787 -3.12895
C: -2.58236 2.42322 4.46556
H: -1.53913 2.41795 4.89135
H: -2.90091 3.38428 4.14743
H: -3.19474 1.80693 5.07040
H: -2.61124 1.59657 3.69627

total charge: 0


*B*
One molecule with the formula C3H8. Source: OMol25; level of theory: ωB97M-V/def2-TZVPD.

Element x y z (Å)
C: -1.10178 -0.24254 0.58166
C: -0.04790 0.55429 -0.18572
C: 1.20455 -0.26782 -0.49121
H: -1.91859 0.39746 0.93093
H: -0.66826 -0.74207 1.45593
H: -1.53678 -1.01801 -0.05959
H: 0.24160 1.44868 0.37999
H: -0.48782 0.91484 -1.12325
H: 0.93611 -1.26602 -0.86021
H: 1.81116 -0.40155 0.41337
H: 1.82895 0.22018 -1.24876

total charge: 0


Of them, *B* has the highest stability.


*A*
A 19-piece molecular cluster, C4H36BO26 overall. Source: OMol25; level of theory: ωB97M-V/def2-TZVPD.

Element x y z (Å)
O: -1.00270 -3.21466 -1.06476
C: -0.33232 -2.16487 -0.81849
O: -0.83762 -1.15496 -0.19134
B: 0.21846 -0.22222 -0.01347
O: 1.41317 -1.01116 -0.31512
C: 1.00750 -2.01148 -0.95071
O: 1.79562 -2.71036 -1.57323
O: 0.24550 0.22063 1.42616
C: 0.24363 1.42139 1.44635
O: -0.00157 2.10389 2.47087
C: 0.12686 2.02059 0.13145
O: 0.14324 1.09190 -0.70553
O: -0.22161 3.10390 0.02706
O: 0.14491 5.04847 2.32905
H: 0.28529 4.15858 2.29247
H: 0.99739 5.57864 2.38003
O: -3.34723 -0.70568 -1.59892
H: -2.63064 -0.35752 -2.09318
H: -2.93111 -1.04398 -0.85702
O: 2.47322 -0.75733 -4.09806
H: 2.88651 -0.12711 -4.79476
H: 2.84947 -0.47310 -3.19056
O: 3.63481 -3.18728 1.51496
H: 3.84584 -3.93653 2.21833
H: 2.61543 -3.09632 1.35569
O: 2.67576 -3.54466 -4.07814
H: 2.55677 -2.55694 -4.14220
H: 2.50612 -3.34993 -3.12623
O: -1.86660 2.83462 -2.14980
H: -1.79593 1.87053 -2.32990
H: -0.90710 3.19722 -1.91589
O: 0.54731 -1.88967 3.33711
H: 0.45957 -1.16448 3.97834
H: 0.77596 -1.17681 2.64845
O: -1.30030 0.07437 -3.19030
H: -0.33252 -0.01826 -3.05572
H: -1.32956 -0.00494 -4.21285
O: -0.02594 5.36538 -2.52797
H: 0.77001 4.98069 -2.04582
H: 0.22487 6.16051 -2.29575
O: 2.93992 -5.76318 -1.15320
H: 2.27675 -6.41066 -1.50257
H: 2.51954 -4.79872 -0.91012
O: -1.37330 -5.49475 0.23689
H: -2.00842 -4.88757 0.69510
H: -1.17118 -4.87614 -0.48031
O: -0.78081 2.69000 5.35688
H: 0.12084 2.70769 5.02869
H: -0.58147 3.58690 5.52100
O: -3.19797 1.98529 0.04710
H: -2.98182 2.45858 0.81785
H: -2.58573 2.33953 -0.69618
O: 1.80785 2.15574 4.64191
H: 1.65976 2.44357 3.68150
H: 1.48771 1.28433 4.74388
O: -2.44782 -3.46868 -3.80470
H: -3.03179 -2.85818 -4.09323
H: -2.42963 -3.48963 -2.83247
O: -0.77829 6.02543 -0.02015
H: -0.53843 5.70713 -0.82872
H: -0.48220 5.50148 0.72995
O: 1.10634 -4.75508 1.39303
H: 1.13645 -4.75782 2.38007
H: 0.12985 -4.86358 1.06615
O: -2.69810 2.49415 3.00394
H: -1.87622 2.34711 3.45752
H: -2.80230 3.34596 3.29961

total charge: -1


*B*
A 19-piece molecular cluster, C4H36BO26 overall. Source: OMol25; level of theory: ωB97M-V/def2-TZVPD.

Element x y z (Å)
O: -1.72909 -2.08108 0.90593
C: -0.81697 -1.53147 0.27373
O: -0.75163 -0.22036 0.08413
B: 0.29409 0.04873 -0.91223
O: 0.91886 -1.24558 -1.27469
C: 0.37978 -2.18914 -0.57425
O: 0.59888 -3.35724 -0.46545
O: 1.32487 0.90955 -0.35212
C: 1.24729 2.09276 -0.98719
O: 1.97681 3.09100 -0.88039
C: 0.14200 1.94574 -2.14016
O: -0.25948 0.65333 -2.08974
O: -0.16569 2.86206 -2.95262
O: 1.33388 -8.69834 -3.37472
H: 1.08189 -8.46493 -2.48128
H: 0.70757 -9.37506 -3.63169
O: 1.74329 5.27177 4.28926
H: 2.29908 5.22191 3.51155
H: 1.66334 4.36513 4.58564
O: -4.51978 7.57570 -4.40316
H: -4.11114 6.84647 -3.93680
H: -4.77281 7.20751 -5.24972
O: 1.86498 -7.56676 4.28425
H: 1.91440 -7.83452 3.36658
H: 1.71939 -6.62129 4.25087
O: 4.47559 -6.50063 -0.08259
H: 3.53141 -6.34820 -0.12171
H: 4.56230 -7.37035 0.30769
O: 5.07951 2.15080 3.72877
H: 5.65382 1.43237 3.99381
H: 5.08219 2.11974 2.77207
O: -3.93905 2.10640 -5.64216
H: -4.72631 2.42242 -5.19878
H: -3.39904 1.74136 -4.94121
O: -2.87577 -6.06099 6.16624
H: -3.81836 -5.89472 6.17766
H: -2.49207 -5.24522 5.84448
O: 0.90380 1.13878 4.40783
H: 1.78022 0.98046 4.05703
H: 0.56609 0.26683 4.61248
O: 1.26425 -9.60454 0.77143
H: 0.44514 -9.98071 1.09359
H: 1.64085 -10.28831 0.21751
O: 6.80559 4.24999 -1.28578
H: 5.85569 4.25285 -1.16782
H: 6.93060 4.35328 -2.22914
O: -3.03088 -1.00203 5.60716
H: -3.55202 -1.46511 4.95125
H: -3.32872 -0.09397 5.55293
O: -5.26609 -1.04384 -2.23676
H: -5.07815 -0.96831 -1.30124
H: -6.10637 -0.59947 -2.34936
O: -5.68271 -5.74465 -0.61415
H: -5.84800 -4.87137 -0.96952
H: -5.97648 -5.69318 0.29540
O: 0.15039 8.61098 1.07140
H: 0.50731 8.41139 1.93684
H: 0.73168 8.15676 0.46147
O: 0.67161 4.95872 -8.52087
H: 0.52644 4.75090 -7.59784
H: 1.57930 4.70272 -8.68462
O: 4.25546 8.33871 -3.37482
H: 4.75537 7.65450 -3.81998
H: 3.34846 8.18314 -3.63822
O: -3.55215 2.79806 3.59622
H: -3.75604 3.61355 3.13833
H: -2.75869 2.47503 3.16927

total charge: -1


Of them, *B* has the highest stability.


*A*
C3H5NO4 as an isolated structure. Source: OMol25; level of theory: ωB97M-V/def2-TZVPD.

Element x y z (Å)
C: -0.67431 -0.58416 -0.87118
C: -0.92203 -0.13441 1.07655
C: 0.02415 0.36153 0.05667
N: 1.44910 -0.09640 0.22095
O: 1.70683 -1.21268 0.56900
O: 2.20736 0.73656 -0.15850
O: -1.63789 -0.92188 0.11276
O: 0.03311 1.73387 -0.29188
H: -0.97264 -0.12373 -1.91143
H: 0.00678 -1.46788 -1.00738
H: -0.39344 -0.72782 1.71230
H: -1.46236 0.62006 1.47610
H: 0.63534 1.81693 -0.98395

total charge: 0


*B*
A 2-piece molecular cluster, C3H5NO4 overall. Source: OMol25; level of theory: ωB97M-V/def2-TZVPD.

Element x y z (Å)
C: -2.41363 -0.36669 0.62519
C: -1.40855 -0.13068 -0.38640
C: 1.85341 0.63711 -0.65645
N: 1.48367 -0.48852 -0.04673
O: 1.02315 -1.41745 -0.73059
O: 1.71311 -0.54414 1.15975
O: -2.28954 0.79794 -0.25855
O: 2.23813 1.58424 0.12661
H: -3.31804 -0.85795 0.25825
H: -2.32548 -0.25032 1.69473
H: -0.54517 -0.54678 -0.99115
H: 1.85518 0.55567 -1.70743
H: 2.13376 1.02757 0.91277

total charge: 0


Of them, *A* has the highest stability.


*A*
One molecule with the formula C3H5NO4. Source: OMol25; level of theory: ωB97M-V/def2-TZVPD.

Element x y z (Å)
C: -1.30410 -0.99264 -0.92641
N: -0.57425 0.15534 -0.33592
O: -0.99647 0.31890 1.01204
C: 0.77597 0.29707 -0.59947
O: 1.30065 0.13321 -1.66940
C: 1.75460 0.77216 0.50533
O: 2.75582 1.34736 0.24688
O: 1.44357 0.38337 1.78871
H: -1.06954 -1.89692 -0.46848
H: -2.32822 -0.79817 -0.62338
H: -1.23010 -0.96656 -2.02409
H: -1.01805 1.24334 1.23823
H: 0.49010 0.00354 1.85595

total charge: 0


*B*
One molecule with the formula C3H5NO4. Source: OMol25; level of theory: ωB97M-V/def2-TZVPD.

Element x y z (Å)
N: 1.30040 -0.20284 2.04158
O: 0.28697 -0.49000 1.03897
C: 0.71653 -0.12453 -0.30109
O: 2.02357 0.25870 -0.49550
C: -0.29754 0.15248 -1.11883
C: -1.68059 0.02241 -0.58281
O: -2.54110 0.86555 -0.76971
O: -1.98010 -1.22330 -0.17367
H: 1.06055 0.75110 2.30584
H: 2.15409 -0.13711 1.48036
H: 2.09732 0.70133 -1.35824
H: -0.20071 0.62685 -2.08408
H: -2.93939 -1.20064 0.01718

total charge: 0


Of them, *A* has the highest stability.